Record 1
{
  "formula": "H8O4",
  "method": "ωB97M-V/def2-TZVPD",
  "homo_lumo_gap_ev": 10.325,
  "de_lowest_kj_mol": 392.3,
  "charge": 0,
  "mol_weight_g_mol": 72.1,
  "lumo_ev": 0.302,
  "homo_ha": -0.3684,
  "energy_ha": -305.62981,
  "elements": ["O", "H", "H", "O", "H", "H", "O", "H", "H", "O", "H", "H"],
  "xyz": [[1.19190, 0.89601, 0.66448], [0.52331, 0.48271, 0.11821], [1.84864, 1.21057, 0.04320], [-0.81687, 1.96917, -1.05481], [-0.97363, 1.06181, -0.79337], [-1.63206, 2.42411, -0.84334], [-0.42304, -0.23792, -0.29322], [-1.31502, -0.55024, -0.14141], [0.11160, -0.72426, 0.33436], [0.15541, -1.98445, 0.65685], [0.95510, -1.76653, 1.13564], [0.37465, -2.78098, 0.17342]]
}


Record 2
{
  "formula": "H8O4Tl",
  "method": "ωB97M-V/def2-TZVPD",
  "homo_lumo_gap_ev": [12.177, 4.435],
  "de_lowest_kj_mol": 22.0,
  "charge": 2,
  "mol_weight_g_mol": 276.4,
  "multiplicity": 2,
  "lumo_ev": [-8.385, -15.216],
  "homo_ha": [-0.7556, -0.7222],
  "energy_ha": -477.47422,
  "elements": ["Tl", "O", "H", "H", "O", "H", "H", "O", "H", "H", "O", "H", "H"],
  "xyz": [[-0.17053, -0.38964, 1.75985], [0.85672, 0.18684, -0.98813], [0.94257, -0.59923, -1.52754], [1.30958, 0.86886, -1.48410], [-1.94050, 1.40342, 0.19328], [-1.68903, 2.30900, 0.37473], [-2.46500, 1.45549, -0.60574], [2.73554, -0.16567, 1.44932], [3.32047, -0.83481, 1.09387], [3.29780, 0.37385, 2.00519], [-1.96365, -1.42296, -0.39729], [-2.51649, -0.95551, -1.02346], [-1.71748, -2.22963, -0.84998]]
}


Record 3
{
  "formula": "H9N3Si2",
  "method": "ωB97M-V/def2-TZVPD",
  "homo_lumo_gap_ev": 9.834,
  "de_lowest_kj_mol": 131.6,
  "charge": 0,
  "mol_weight_g_mol": 107.3,
  "smiles": "N[SiH2][SiH](N)N",
  "lumo_ev": 0.874,
  "homo_ha": -0.3293,
  "energy_ha": -748.67519,
  "elements": ["N", "N", "N", "Si", "Si", "H", "H", "H", "H", "H", "H", "H", "H", "H"],
  "xyz": [[0.35403, 2.30685, -0.73372], [0.08763, -1.52021, 1.84046], [-1.31457, -1.60488, -0.61267], [1.16909, 0.79686, -0.78435], [-0.44601, -0.52339, 0.52889], [0.62740, 3.04957, -1.28189], [-0.02678, 2.62815, 0.13865], [-0.06773, -2.50039, 2.04676], [1.03997, -1.34629, 2.15417], [-2.15152, -2.10906, -0.31019], [-1.53404, -1.10232, -1.49384], [2.67148, 0.97989, -0.73594], [0.79878, 0.57733, -2.15415], [-1.20772, 0.36789, 1.39782]]
}


Record 4
{
  "formula": "H9NaO5",
  "method": "ωB97M-V/def2-TZVPD",
  "homo_lumo_gap_ev": 5.176,
  "de_lowest_kj_mol": 240.7,
  "charge": 0,
  "mol_weight_g_mol": 112.1,
  "lumo_ev": -0.924,
  "homo_ha": -0.2242,
  "energy_ha": -543.82395,
  "elements": ["Na", "O", "H", "O", "H", "H", "O", "H", "H", "O", "H", "H", "O", "H", "H"],
  "xyz": [[13.02978, 11.99836, 7.97398], [11.13769, 11.23973, 5.42327], [10.24225, 11.21453, 5.03329], [14.07269, 13.10993, 11.06276], [14.95636, 13.42235, 11.25709], [13.95728, 12.34795, 11.63047], [8.47265, 11.54165, 7.60544], [9.21026, 11.71859, 7.02162], [7.98359, 12.36411, 7.63028], [14.42668, 14.37826, 6.06941], [14.61211, 14.04316, 5.19217], [14.76917, 15.27206, 6.06224], [14.45897, 8.90914, 9.77605], [14.40277, 8.76520, 10.72069], [15.24130, 8.42817, 9.50613]]
}


Record 5
{
  "formula": "H9O4",
  "method": "ωB97M-V/def2-TZVPD",
  "homo_lumo_gap_ev": 13.221,
  "de_lowest_kj_mol": 38.1,
  "charge": 1,
  "mol_weight_g_mol": 73.1,
  "lumo_ev": -3.242,
  "homo_ha": -0.6050,
  "energy_ha": -306.11195,
  "elements": ["O", "H", "H", "H", "O", "H", "H", "O", "H", "H", "O", "H", "H"],
  "xyz": [[0.07613, -0.06803, -0.56295], [-0.90159, -0.36096, -0.56757], [-0.01582, 0.85707, -0.16448], [0.64854, -0.70106, -0.04548], [2.09644, -1.56957, 0.04973], [2.12832, -2.35259, 0.60918], [2.90787, -1.07640, 0.19660], [0.42085, 2.36599, 0.24143], [0.43291, 3.18541, -0.27387], [0.22433, 2.71341, 1.12488], [-2.26454, -0.95478, -0.08076], [-2.99261, -0.32893, -0.08622], [-2.76083, -1.70956, -0.44049]]
}


Record 6
{
  "formula": "H9O4",
  "method": "ωB97M-V/def2-TZVPD",
  "homo_lumo_gap_ev": 12.962,
  "de_lowest_kj_mol": 33.9,
  "charge": 1,
  "mol_weight_g_mol": 73.1,
  "lumo_ev": -3.072,
  "homo_ha": -0.5892,
  "energy_ha": -306.11354,
  "elements": ["O", "H", "H", "O", "H", "H", "O", "H", "H", "O", "H", "H", "H"],
  "xyz": [[2.58302, 0.50422, 0.07637], [3.00585, 1.20970, -0.42846], [3.24232, 0.18439, 0.70703], [-1.61458, 1.88474, 0.01709], [-2.28193, 1.66353, 0.68374], [-1.73378, 2.82624, -0.10459], [-1.09103, -2.24154, -0.29913], [-1.82367, -2.56557, 0.23780], [-1.00818, -2.86113, -1.03343], [0.20016, -0.22047, 0.16755], [-0.27588, 0.61746, -0.05022], [-0.40598, -1.03723, -0.06963], [1.20368, 0.03567, 0.09589]]
}


Record 7
{
  "formula": "H9O5",
  "method": "ωB97M-V/def2-TZVPD",
  "homo_lumo_gap_ev": 9.495,
  "de_lowest_kj_mol": 21.9,
  "charge": -1,
  "mol_weight_g_mol": 89.1,
  "lumo_ev": 4.228,
  "homo_ha": -0.1936,
  "energy_ha": -381.65450,
  "elements": ["O", "H", "O", "H", "H", "O", "H", "H", "O", "H", "H", "O", "H", "H"],
  "xyz": [[-0.49880, -0.36898, 0.59048], [-0.73634, -1.30067, 0.57748], [1.99506, 0.06946, 1.75346], [1.16622, -0.44161, 1.81493], [1.79947, 0.46438, 0.89198], [-0.69738, 0.51528, -1.77118], [-0.84842, 1.45481, -1.62828], [-0.61373, 0.14604, -0.76555], [-2.01226, -0.25417, 2.93774], [-2.17783, -1.11531, 2.53489], [-1.44889, 0.11196, 2.22194], [1.46673, 0.40342, -3.42521], [1.99864, -0.11067, -2.80195], [0.60753, 0.42607, -2.93072]]
}


Record 8
{
  "formula": "H9O6V",
  "method": "ωB97M-V/def2-TZVPD",
  "homo_lumo_gap_ev": [5.876, 5.890],
  "charge": 0,
  "mol_weight_g_mol": 156.0,
  "multiplicity": 5,
  "lumo_ev": [-0.218, -1.977],
  "homo_ha": [-0.2239, -0.2891],
  "energy_ha": -1400.74345,
  "elements": ["V", "O", "H", "O", "H", "O", "H", "O", "H", "H", "O", "H", "H", "O", "H", "H"],
  "xyz": [[-0.36377, 12.23514, 18.26916], [-0.17560, 11.39589, 20.13578], [0.16808, 10.56998, 20.52857], [-0.89326, 14.01363, 19.58126], [-1.51433, 14.33837, 18.90056], [-2.40977, 12.08115, 18.18693], [-3.05363, 12.14090, 17.45454], [-0.29893, 10.35808, 17.06456], [0.04883, 9.81523, 16.35702], [-1.09141, 9.90278, 17.34904], [-0.15831, 13.62750, 16.24753], [-0.64235, 13.64457, 15.42192], [0.39934, 14.40480, 16.21490], [1.94115, 12.43790, 18.15123], [2.10879, 12.77651, 19.03070], [2.81089, 12.32408, 17.76806]]
}


Record 9
{
  "formula": "HINO",
  "method": "ωB97M-V/def2-TZVPD",
  "homo_lumo_gap_ev": [6.398, 6.845],
  "de_lowest_kj_mol": 263.4,
  "charge": -1,
  "mol_weight_g_mol": 157.9,
  "lumo_ev": [3.613, 3.860],
  "homo_ha": [-0.1023, -0.1097],
  "energy_ha": -428.18206,
  "elements": ["N", "O", "I", "H"],
  "xyz": [[0.47173, -0.07159, -0.00436], [1.01176, 0.96255, 0.28246], [-0.92657, -0.26241, -1.71234], [-0.55692, -0.62856, 1.43423]]
}


Record 10
{
  "formula": "HINO",
  "method": "ωB97M-V/def2-TZVPD",
  "homo_lumo_gap_ev": [7.071, 7.049],
  "de_lowest_kj_mol": 412.9,
  "charge": -1,
  "mol_weight_g_mol": 157.9,
  "lumo_ev": [3.476, 3.476],
  "homo_ha": [-0.1321, -0.1313],
  "energy_ha": -428.12511,
  "elements": ["N", "O", "I", "H"],
  "xyz": [[0.14941, -0.17283, -0.58274], [-1.45854, 0.95223, 0.25323], [0.47723, -1.36874, 0.96252], [0.83190, 0.58934, -0.63300]]
}


Record 11
{
  "formula": "HINOP",
  "method": "ωB97M-V/def2-TZVPD",
  "homo_lumo_gap_ev": [8.822, 7.148],
  "de_lowest_kj_mol": 295.5,
  "charge": 0,
  "mol_weight_g_mol": 188.9,
  "lumo_ev": [-0.451, -2.250],
  "homo_ha": [-0.3408, -0.3454],
  "energy_ha": -769.46025,
  "elements": ["N", "O", "P", "I", "H"],
  "xyz": [[0.35135, -0.23415, 0.10183], [1.02505, -0.52522, 1.00174], [-0.34478, 0.38135, -1.08269], [0.43915, 2.88408, -0.99083], [-1.47076, -2.50607, 0.96995]]
}


Record 12
{
  "formula": "HN2O2",
  "method": "ωB97M-V/def2-TZVPD",
  "homo_lumo_gap_ev": [7.055, 7.058],
  "de_lowest_kj_mol": 101.0,
  "charge": -1,
  "mol_weight_g_mol": 61.0,
  "lumo_ev": [4.329, 4.329],
  "homo_ha": [-0.1002, -0.1003],
  "energy_ha": -260.48802,
  "elements": ["N", "N", "O", "O", "H"],
  "xyz": [[-0.30637, -0.92227, 0.95891], [-0.79434, -0.09582, 0.30100], [-1.74384, 0.62046, 0.10269], [1.28899, 0.35014, -1.07160], [1.55557, 0.04749, -0.29100]]
}